{
  "formula": "C4H4I2Si",
  "method": "ωB97M-V with the def2-TZVPD basis set",
  "e_above_lowest_kcal_mol": 62.88,
  "e_homo_ha": -0.3055,
  "gap_ha": 0.264,
  "fmax_ev_per_a": 4.58,
  "species": ["I", "I", "Si", "C", "C", "C", "C", "H", "H", "H", "H"],
  "coordinates": [[-0.98633, 3.73501, 0.02734], [-2.86746, -2.31465, -0.06391], [-0.25011, 1.49901, -0.82291], [-1.24598, -0.97327, -0.08640], [-0.08778, -1.33949, 0.54227], [1.23131, 0.68861, 0.03655], [1.11351, -0.54485, 0.56527], [1.93353, -0.94333, 0.96601], [2.11779, 1.14277, 0.14722], [-0.95898, 1.41517, -2.18571], [0.00049, -2.36497, 0.87429]]
}